a) Molecular formula: C4H13N2O2
Method: DFT, ωB97M-V with the def2-TZVPD basis set

Last column: Mulliken charge in e.
Positions of all 21 atoms, in Å:
N (3.4231, 0.7994, -0.6194)  -0.21
C (2.2922, 0.0646, 0.0158)  -0.94
C (1.0733, 0.4605, -0.8374)  0.95
N (-0.1157, -0.0435, -0.5288)  0.02
C (-0.2948, -1.0644, 0.4826)  -0.99
C (-1.2909, 0.5012, -1.2112)  -1.01
O (1.3138, 1.1805, -1.8125)  -0.72
H (2.9356, 1.2629, -1.4419)  0.36
H (4.2038, 0.2233, -0.8981)  0.34
H (3.8063, 1.5222, -0.0192)  0.35
H (2.2046, 0.4815, 0.9968)  0.34
H (2.3818, -0.9951, 0.1134)  0.40
H (-1.2595, -0.9162, 0.9607)  0.34
H (-0.2980, -2.0570, 0.0191)  0.32
H (0.4323, -1.1099, 1.2915)  0.40
H (-1.8330, -0.3044, -1.7121)  0.37
H (-1.9495, 0.9180, -0.4500)  0.34
H (-0.9788, 1.1710, -2.0020)  0.33
H (-5.8511, -0.8692, 1.9510)  0.32
H (-5.1548, -0.6423, 3.3247)  0.32
O (-5.0408, -0.5832, 2.3771)  -0.64

Computed properties:
Molecular weight = 121.2 Da
Spin multiplicity = 1
HOMO-LUMO gap = 10.25 eV
Net charge = +1
HOMO = -0.5003 Eh
Lowest unoccupied orbital energy = -3.360 eV

b) Molecular formula: C4H13N2O2
Method: DFT, ωB97M-V with the def2-TZVPD basis set

Last column: Mulliken charge in e.
Positions of all 21 atoms, in Å:
N (-0.4331, -1.5812, 1.5439)  -0.34
C (0.7800, -1.1286, 1.0914)  0.29
C (1.0590, -1.4389, -0.3877)  -0.85
N (0.4737, -0.3121, -1.0778)  -0.22
C (1.0723, 0.8271, -0.6276)  0.03
C (0.2636, 2.0545, -0.6070)  -0.70
O (-0.9048, 1.9474, 0.1992)  -0.52
H (-1.2685, -1.1553, 1.1356)  0.21
H (-0.6795, 2.3132, 1.0618)  0.30
H (-0.5044, -2.1625, 2.3610)  0.23
H (0.6525, 0.0179, 1.0198)  -0.09
H (1.6161, -1.2972, 1.7568)  0.48
H (0.5457, -2.3140, -0.7938)  0.44
H (2.1418, -1.6126, -0.4686)  0.27
H (0.5846, -0.4459, -2.0864)  0.33
H (2.1166, 0.8688, -0.9535)  0.41
H (-0.1407, 2.2656, -1.6075)  0.30
H (0.8500, 2.9194, -0.3130)  0.43
H (-3.2977, -0.3514, -0.7837)  0.31
H (-2.3213, 0.7475, -0.3228)  0.32
O (-2.6061, -0.1618, -0.1400)  -0.63

Computed properties:
Molecular weight = 121.2 Da
Spin multiplicity = 1
HOMO-LUMO gap = 6.87 eV
Net charge = +1
HOMO = -0.4929 Eh
Lowest unoccupied orbital energy = -6.544 eV

c) Molecular formula: C4H13N2O2
Method: DFT, ωB97M-V with the def2-TZVPD basis set

Last column: Mulliken charge in e.
Positions of all 21 atoms, in Å:
C (0.5011, 0.2481, 0.9910)  -0.53
C (0.3532, -1.1734, 0.2320)  -0.42
C (-0.4884, -1.1934, -0.9077)  -0.03
C (-1.9745, -1.2677, -0.8237)  -0.05
N (-2.4378, -2.4772, -0.2427)  -0.55
O (-2.3812, -0.1304, -0.0623)  -0.53
N (0.9163, 1.3425, 0.1803)  -0.42
H (1.2215, 0.1039, 1.7970)  0.36
H (-0.4716, 0.4342, 1.4392)  0.33
H (-0.0910, -1.8546, 0.9648)  0.26
H (1.3557, -1.5222, -0.0264)  0.39
H (-0.0444, -1.3566, -1.8932)  0.42
H (-2.4069, -1.1678, -1.8235)  0.39
H (-1.8068, -2.8957, 0.4267)  0.26
H (-3.3326, -2.2917, 0.1951)  0.28
H (-2.4822, 0.6387, -0.6420)  0.35
H (1.9032, 1.5889, 0.2409)  0.26
H (0.6452, 1.2875, -0.7934)  0.22
H (4.1828, 3.7970, 0.8450)  0.32
H (3.3645, 4.3334, -0.3275)  0.31
O (3.4740, 3.5563, 0.2302)  -0.63

Computed properties:
Molecular weight = 121.2 Da
Spin multiplicity = 1
HOMO-LUMO gap = 6.74 eV
Net charge = +1
HOMO = -0.5027 Eh
Lowest unoccupied orbital energy = -6.937 eV

Ranking the structures above by stability puts a) first and b) last.